Entry 1:
12
Properties=species:S:1:pos:R:3:forces:R:3 method="wB97M-V/def2-TZVPD" relative_energy_kcal_mol=77.5 homo_lumo_gap_ev=9.35 spin_multiplicity=1 lumo_energy_ev=-0.4
C 0.3646 -1.3871 0.0316 0.1 -2.0 1.9
C -2.3883 0.2497 0.9896 -0.7 0.1 -0.4
C 0.8053 0.9923 0.0013 0.9 1.4 0.0
N 0.2696 -0.1953 0.6472 0.0 0.8 -1.1
O 1.2598 -1.5959 -0.7549 -0.2 -0.2 -1.4
O 0.6107 1.0851 -1.4083 -1.1 -1.2 0.6
S -3.2223 0.1294 -0.2882 0.3 0.1 0.4
H -0.3205 -2.2738 0.3739 0.8 1.7 -0.3
H -0.0835 0.0163 1.5476 -1.0 -0.7 0.5
H 0.1560 1.8584 0.4995 2.1 -1.4 -1.0
H 1.9565 0.9736 0.0622 -1.7 0.7 0.9
H 0.5922 0.1473 -1.7014 0.4 0.8 -0.2



Entry 2:
41
Properties=species:S:1:pos:R:3:forces:R:3 method="wB97M-V/def2-TZVPD" homo_lumo_gap_ev=6.77 charge=-1 spin_multiplicity=1 lumo_energy_ev=2.5
Pb 1.3042 0.2610 -0.7774 -0.3 0.2 0.2
S 2.9232 2.1224 0.3835 -0.1 -0.1 0.2
C 2.2015 2.1280 1.9988 0.0 0.0 0.1
C 3.0185 1.8407 3.1059 0.0 0.0 -0.1
C 2.5415 1.8598 4.4036 0.0 0.0 0.0
C 1.2123 2.1816 4.6549 0.0 0.0 -0.1
C 0.3837 2.4784 3.5873 0.0 0.0 -0.1
C 0.8562 2.4338 2.2733 0.0 0.0 0.1
S -0.2577 2.7918 0.9348 0.0 0.0 0.0
C -1.7143 1.7625 1.3808 0.1 0.1 0.0
C -2.2144 1.0807 0.1393 0.0 -0.1 0.0
C -2.9307 1.7875 -0.8256 0.0 0.1 0.0
C -3.2900 1.1386 -1.9904 0.0 0.0 0.0
C -2.9463 -0.1953 -2.1520 0.0 0.0 0.0
C -2.2580 -0.8342 -1.1298 0.0 0.0 0.0
C -1.8923 -2.2911 -1.2287 0.1 0.1 0.0
S -0.0862 -2.6047 -1.3001 0.0 -0.1 0.1
C 0.1513 -3.4174 0.2672 0.0 0.0 0.0
C -0.4655 -4.6648 0.4286 0.1 0.1 0.0
C -0.4036 -5.3589 1.6211 0.0 0.0 0.0
C 0.3102 -4.7951 2.6752 0.0 0.0 0.0
C 0.9485 -3.5830 2.5131 0.1 0.0 0.0
C 0.9127 -2.8514 1.3056 -0.1 0.0 0.1
S 1.8608 -1.3712 1.2923 -0.1 0.0 -0.1
N -1.8968 -0.2036 -0.0101 0.0 0.0 0.0
H 4.0492 1.5764 2.9059 0.0 0.0 0.0
H 3.2065 1.6159 5.2244 0.0 0.0 0.0
H 0.8277 2.2061 5.6674 0.0 0.0 0.0
H -0.6493 2.7519 3.7697 0.0 0.0 0.0
H -2.4826 2.4001 1.8172 0.0 0.0 0.0
H -1.3905 1.0159 2.1015 0.0 0.0 0.0
H -3.1732 2.8313 -0.6646 0.0 0.0 0.0
H -3.8303 1.6649 -2.7683 0.0 0.0 0.0
H -3.2054 -0.7351 -3.0544 0.0 0.0 0.0
H -2.3421 -2.7380 -2.1136 0.0 0.0 0.0
H -2.2544 -2.8123 -0.3451 0.0 0.0 0.0
H -1.0010 -5.0865 -0.4147 0.0 0.0 0.0
H -0.8918 -6.3200 1.7260 0.0 0.0 0.0
H 0.3753 -5.3097 3.6277 0.0 0.0 0.0
H 1.5103 -3.1541 3.3341 0.0 0.0 0.0
Br 3.1088 -0.5457 -2.6093 0.3 -0.1 -0.3



Entry 3:
10
Properties=species:S:1:pos:R:3:forces:R:3 method="wB97M-V/def2-TZVPD" relative_energy_kcal_mol=37.7 homo_lumo_gap_ev=8.93 smiles="C[P@@](N)(=S)I" spin_multiplicity=1 lumo_energy_ev=-0.2
C -0.2351 0.8259 -1.1817 0.8 1.5 3.1
N 1.2501 -1.0650 0.6027 -2.8 2.5 -0.5
P -0.5982 0.0120 0.4462 3.6 -2.1 -0.4
S -1.0769 1.1077 1.9018 -0.2 0.5 0.6
I -2.0325 -1.8765 0.0023 -0.1 0.0 -0.1
H -1.1145 1.5393 -1.3014 1.4 -1.1 -0.7
H 0.7988 1.3205 -0.9839 -2.0 -0.3 -0.3
H 0.0101 -0.0112 -1.7656 -0.4 -0.8 -1.7
H 1.7839 -0.2055 0.8320 0.0 -0.8 0.2
H 1.2143 -1.6472 1.4475 -0.2 0.5 -0.1



Entry 4:
125
Properties=species:S:1:pos:R:3:forces:R:3 method="wB97M-V/def2-TZVPD" relative_energy_kcal_mol=0.0 homo_lumo_gap_ev="5.10 / 1.94" charge=+2 spin_multiplicity=2 lumo_energy_ev="-6.3 / -9.5"
Ba 2.9711 -2.0114 -4.3219 -1.4 1.1 1.3
N 1.0338 0.6787 -2.0155 -2.1 4.4 0.2
O 0.7626 1.8680 -2.2373 0.7 -0.6 -0.1
O 1.8096 0.0836 -2.7419 3.7 -2.8 -3.3
O 0.5261 0.1059 -1.0926 -0.8 -2.2 2.7
C 6.1805 -1.9418 -1.9699 1.5 0.6 -0.5
O 4.7822 -2.0400 -2.0027 -0.6 -1.4 0.3
C 4.2897 -2.8303 -0.8973 -0.9 -0.1 0.5
C 2.7973 -2.9571 -1.0494 0.5 0.0 -0.5
N 2.4740 -3.7531 -2.2724 -0.1 0.8 0.3
C 1.1240 -4.3252 -2.2280 -0.4 -0.2 -0.4
C 0.0290 -3.3020 -2.2280 0.0 1.0 0.1
O 0.1340 -2.4427 -3.3728 -0.5 0.1 -0.3
C -1.1362 -1.7105 -3.5780 0.6 -0.9 0.0
H 6.6066 -1.9022 -2.9723 -0.3 0.1 -0.3
H 6.7074 -2.7857 -1.5246 -0.4 -0.1 0.4
H 6.4733 -1.0060 -1.4939 0.1 -0.1 0.3
H 4.5055 -2.3911 0.0768 0.1 0.6 -0.1
H 4.6884 -3.8357 -0.7624 0.7 -0.1 -0.9
H 2.4152 -1.9407 -1.1446 -0.6 0.0 -0.2
H 2.3918 -3.3909 -0.1354 -0.2 -0.2 0.0
H 3.1251 -4.5144 -2.4011 0.3 -0.3 0.4
H 0.9739 -4.9693 -1.3615 0.1 -0.1 0.2
H 0.9860 -4.9443 -3.1145 0.1 -0.1 -0.1
H 0.0708 -2.6342 -1.3676 0.0 -0.1 0.4
H -0.9276 -3.8231 -2.1901 -0.1 0.0 -0.2
H -1.5008 -1.2361 -2.6669 0.5 0.3 0.1
H -1.8867 -2.4567 -3.8388 0.0 0.1 -0.3
H -0.9733 -0.9965 -4.3853 -0.1 -0.1 0.2
C -6.0754 4.8256 -0.6420 0.5 -1.2 -0.4
O -5.5307 3.7215 0.1035 -1.0 0.2 1.2
C -6.2301 3.5869 1.3652 0.3 0.6 0.2
C -5.6497 2.5347 2.3237 0.3 1.5 -0.9
N -4.2168 2.8713 2.6189 -0.6 -0.9 -0.1
C -3.5322 1.7619 3.2789 0.6 0.4 1.1
C -2.0404 1.9547 3.6802 0.1 0.2 -0.3
O -1.2391 1.8105 2.5298 0.4 -0.1 -0.7
C 0.1717 1.6567 2.6179 -1.2 -0.5 -0.6
H -5.5895 4.7273 -1.6128 0.1 0.4 0.0
H -5.8801 5.7963 -0.1865 0.1 0.0 0.1
H -7.1400 4.6890 -0.8320 -0.2 0.0 0.3
H -7.3023 3.4490 1.2260 -0.1 -0.7 -0.4
H -6.2381 4.5296 1.9123 0.6 0.5 -0.1
H -5.8917 1.5634 1.8923 0.6 -0.5 0.1
H -6.2581 2.6769 3.2169 0.2 -0.3 0.3
H -3.7471 3.0227 1.7377 0.0 0.2 -0.3
H -3.6278 0.8353 2.7129 0.2 -0.3 -0.2
H -4.0153 1.5720 4.2374 -0.3 0.0 0.1
H -1.7570 1.2150 4.4289 -0.2 -0.6 0.0
H -1.7632 2.8943 4.1581 -0.7 0.5 0.0
H 0.4640 0.7756 3.1892 -0.2 0.1 0.6
H 0.7178 2.5471 2.9294 -0.1 0.1 0.1
H 0.4052 1.3552 1.5968 0.5 0.5 -0.2
C -2.0846 1.7527 -0.5933 0.2 -0.5 -1.0
O -2.3486 2.5184 -1.7824 -1.1 -0.5 0.7
C -3.5456 2.0310 -2.3868 -0.3 0.2 -1.2
C -3.7853 2.5608 -3.8149 2.0 0.0 0.7
N -2.5284 2.4669 -4.5898 -0.5 1.2 -0.9
C -2.8234 2.8640 -5.9984 0.2 0.4 0.9
C -3.2293 4.3495 -6.1890 -0.2 -1.1 0.3
O -2.1786 5.1822 -5.8052 0.7 -0.3 0.5
C -2.1602 6.4109 -6.4708 0.0 0.1 -0.1
H -2.9207 1.6150 0.0923 -0.3 0.7 0.0
H -1.1881 2.0951 -0.0764 -0.3 0.4 -0.2
H -1.8610 0.7413 -0.9328 0.2 -0.4 0.0
H -4.4602 2.2623 -1.8407 0.1 0.0 0.6
H -3.5427 0.9548 -2.5599 0.5 -0.6 0.6
H -4.0957 3.6010 -3.7162 0.0 0.0 -0.5
H -4.4990 1.9307 -4.3458 -0.8 0.2 0.4
H -2.2568 1.4959 -4.6488 0.1 -0.2 0.3
H -3.5841 2.1765 -6.3683 -0.6 0.3 -0.4
H -1.9494 2.7120 -6.6318 0.2 0.0 0.2
H -4.1040 4.6620 -5.6186 -0.4 -0.3 0.1
H -3.5143 4.4233 -7.2384 0.2 0.3 -0.4
H -3.1316 6.9026 -6.4186 -0.2 0.0 -0.3
H -1.8462 6.2065 -7.4944 -0.2 0.5 -0.3
H -1.4519 7.0878 -5.9931 0.1 -0.3 0.0
C -1.2489 -1.3027 1.4192 -0.5 0.9 1.3
O -1.3674 -2.4019 2.3203 -0.4 -0.6 -0.9
C -0.8986 -2.2335 3.6494 0.3 -0.5 -0.1
C -1.3105 -3.4588 4.4857 0.0 -0.9 -0.4
N -0.4754 -4.6550 4.2495 0.7 0.2 0.0
C -0.8333 -5.8083 5.0645 0.5 -1.2 -0.1
C -0.0382 -7.0725 4.6460 -0.8 0.1 -0.6
O -0.6565 -7.7047 3.4841 1.5 0.1 0.3
C 0.2733 -8.5909 2.8049 -0.6 1.1 0.3
H -1.6225 -1.4009 0.3999 0.1 -1.3 0.0
H -0.2313 -0.9153 1.3685 0.2 0.0 0.0
H -1.9162 -0.5207 1.7817 0.3 0.5 0.2
H -1.2020 -1.3164 4.1544 -0.7 0.2 -0.3
H 0.1870 -2.1470 3.6033 0.5 -0.3 0.2
H -2.3222 -3.7883 4.2491 -0.5 0.7 -0.1
H -1.3233 -3.2470 5.5548 0.3 0.2 0.0
H -0.6410 -4.9740 3.3056 0.0 0.3 -0.4
H -1.8913 -6.0520 4.9680 -0.3 0.0 0.3
H -0.5582 -5.6772 6.1111 -0.3 0.4 0.1
H 0.0287 -7.8296 5.4272 -0.3 0.1 0.3
H 0.9903 -6.7533 4.4776 0.2 0.0 -0.6
H 1.1236 -8.0214 2.4298 0.1 0.3 -0.1
H -0.2710 -8.9974 1.9525 0.1 -0.2 0.2
H 0.7089 -9.3504 3.4541 -0.4 -0.3 0.1
C 7.3471 4.1994 0.8895 0.3 0.2 -0.2
O 6.1691 3.5186 0.4368 0.4 -1.6 -0.6
C 6.4382 2.5475 -0.6012 -1.0 0.3 0.7
C 5.2022 1.6105 -0.7349 2.2 0.7 0.1
N 4.8687 1.0138 0.5581 -3.4 1.3 -1.4
C 3.5488 0.3731 0.6213 0.1 -1.6 1.2
C 3.1488 -0.2929 2.0290 1.2 0.2 -0.8
O 3.2891 0.6363 3.0669 0.2 0.4 -1.0
C 2.9003 0.2310 4.3564 -0.6 0.1 1.3
H 7.6852 4.8916 0.1183 -0.2 0.3 0.1
H 8.2074 3.5555 1.0719 -0.2 -0.6 0.0
H 7.1283 4.7036 1.8309 -0.2 0.1 -0.3
H 7.3114 1.9260 -0.4024 0.3 0.2 0.3
H 6.5609 3.0187 -1.5764 0.1 0.2 0.0
H 5.4319 0.9080 -1.5360 -0.3 -0.4 0.3
H 4.3811 2.2330 -1.0903 -0.6 0.0 0.3
H 4.8665 1.7553 1.2438 1.1 0.3 1.2
H 3.4839 -0.3181 -0.2191 -0.1 -0.2 0.2
H 2.8065 1.1333 0.3782 -0.1 0.7 0.1
H 3.8597 -1.1107 2.1475 0.3 -0.3 0.2
H 2.1719 -0.7737 1.9770 -0.4 0.4 -0.2
H 2.8960 1.0865 5.0318 0.3 0.3 -0.4
H 3.5507 -0.4954 4.8436 0.2 -0.3 -0.5
H 1.8649 -0.1024 4.4270 0.0 -0.4 -0.5